Model A:
ORCA calculation (the ωB97M-V functional and the def2-TZVPD basis) on a molecular structure, C24H9BrF4MgN8O4.

Values from the calculation:
LUMO level = -9.57 eV
highest occupied orbital energy = -13.911 eV
orbital gap = 4.34 eV

Geometry as ORCA input:
```
! RIJCOSX wB97M-V def2-TZVPD def2/J DEFGRID3
* xyz 2 1
Mg 0.59855 -0.19809 0.25991
F 1.55750 0.20934 2.27713
C 2.31603 1.08864 3.02794
C 1.72519 1.58279 4.12221
F 0.49006 1.19954 4.38836
C 2.41168 2.49433 5.01632
C 3.81005 2.71071 4.68410
C 4.39007 2.19258 3.58245
F 5.65412 2.46407 3.32604
C 3.66500 1.39803 2.61812
C 4.21615 1.01234 1.41892
C 3.36694 0.41039 0.45271
N 2.58709 -0.00136 -0.28899
C 5.55835 1.24465 0.98810
N 6.61143 1.40014 0.55802
F 4.52391 3.47219 5.47584
C 1.77655 3.12430 6.04093
C 2.42124 4.03857 6.93184
N 2.88236 4.76500 7.69268
C 0.37627 2.96014 6.30111
N -0.74099 2.83836 6.53444
N -0.92573 5.69862 2.77084
C -0.29285 4.53747 2.58197
O 0.46975 4.02814 3.39159
C -0.52773 3.81835 1.27302
C -0.85952 4.39327 0.05403
C -0.93434 3.58441 -1.07431
C -0.65392 2.23869 -0.95930
N -0.32606 1.67152 0.22131
C -0.28609 2.45900 1.30278
H -0.77317 6.19653 3.63497
H -1.62436 6.05178 2.14041
H -1.03248 5.45850 -0.03770
H -1.18595 3.99657 -2.04095
H -0.68593 1.59259 -1.82812
H -0.03321 2.00500 2.25020
O -2.28204 -1.52695 2.12256
N -1.38829 -0.93504 2.14480
Br 3.43128 -5.73301 -1.01323
C 1.62365 -5.55120 -0.53752
C 0.82840 -6.68431 -0.36112
N -0.45488 -6.62144 -0.02888
C -1.00457 -5.42738 0.13840
C -0.28649 -4.24203 -0.01072
C 1.06094 -4.30716 -0.36014
C -0.97493 -2.95820 0.18624
O -2.18822 -2.86849 0.36223
O -0.23117 -1.86341 0.20351
H 1.25268 -7.67200 -0.49761
H -2.05516 -5.40098 0.40027
H 1.65167 -3.41275 -0.50087
*
```

Results of the Löwdin charge analysis, in e, for atoms 1 through 6: atom 1 (Mg): 0.804, atom 2 (F): 0.017, atom 3 (C): -0.086, atom 4 (C): -0.154, atom 5 (F): 0.146, atom 6 (C): -0.012

---

Model B:
ORCA calculation (the ωB97M-V functional and the def2-TZVPD basis) on a molecular structure, C24H9BrF4MgN8O4.

Values from the calculation:
LUMO level = -8.34 eV
highest occupied orbital energy = -14.472 eV
orbital gap = 6.14 eV

Geometry as ORCA input:
```
! RIJCOSX wB97M-V def2-TZVPD def2/J DEFGRID3
* xyz 2 1
Mg -1.21673 -0.74011 -0.16378
F 1.66147 0.49257 2.75436
C 2.97141 0.75840 2.84321
C 3.51496 0.97986 4.05179
F 2.74278 0.92432 5.11279
C 4.92638 1.28302 4.21450
C 5.68468 1.32414 2.97612
C 5.12212 1.10283 1.77072
F 5.87301 1.15028 0.68593
C 3.72373 0.80220 1.62155
C 3.15006 0.57123 0.38781
C 1.79161 0.21830 0.20872
N 0.73282 -0.16723 -0.03674
C 3.82412 0.65459 -0.87498
N 4.27628 0.76234 -1.92523
F 6.96767 1.58165 3.03558
C 5.49087 1.51271 5.43408
C 6.87359 1.82866 5.62210
N 7.96570 2.12421 5.82047
C 4.75538 1.46358 6.66200
N 4.21790 1.41929 7.67594
N -1.51698 -3.59384 -4.95770
C -2.24997 -4.36928 -4.11686
O -3.03961 -5.20790 -4.47402
C -2.09590 -4.10136 -2.63375
C -2.43615 -5.12853 -1.75784
C -2.34877 -4.91594 -0.39278
C -1.95728 -3.67273 0.05941
N -1.65941 -2.65992 -0.77400
C -1.72311 -2.88457 -2.10231
H -1.58206 -3.82309 -5.93847
H -0.65624 -3.17376 -4.65351
H -2.76809 -6.07157 -2.17367
H -2.58986 -5.69399 0.31696
H -1.88544 -3.47307 1.12201
H -1.50053 -2.04366 -2.75036
O -3.18755 0.12171 2.25360
N -2.76763 0.25878 1.18903
Br -3.69538 4.06596 -5.33771
C -3.89366 3.79372 -3.49734
C -4.61570 4.71584 -2.72800
N -4.80175 4.59682 -1.41794
C -4.29275 3.54505 -0.80319
C -3.55508 2.56917 -1.48730
C -3.34732 2.70108 -2.87025
C -2.97568 1.44522 -0.81142
O -3.40539 1.31609 0.49991
O -2.19676 0.61517 -1.27677
H -5.05846 5.58282 -3.20502
H -4.46462 3.47738 0.26381
H -2.78271 1.96156 -3.42142
*
```

Results of the Löwdin charge analysis, in e, for atoms 1 through 6: atom 1 (Mg): 0.843, atom 2 (F): 0.115, atom 3 (C): -0.127, atom 4 (C): -0.120, atom 5 (F): 0.174, atom 6 (C): 0.004

---

Of them, model B has the highest stability.